[1]
106
Properties=species:S:1:pos:R:3:forces:R:3:mulliken_charge:R:1 method="wB97M-V/def2-TZVPD" e_homo_ev=-8.92 total_energy_ha=-34898.20458 e_lumo_ev=-0.2
O -1.7381 -4.7962 -3.4719 0.244 0.178 -0.010 -0.69
S -0.7735 -3.7311 -3.3395 -0.821 -0.465 0.236 1.01
O -1.5024 -2.4304 -4.0228 0.186 -0.286 0.495 -0.25
O -0.7887 -3.3198 -1.7604 -0.191 0.455 -0.666 -0.37
C -1.4678 -2.1339 -1.3252 -0.109 0.263 0.655 -1.00
C -0.6254 -0.8735 -1.4637 -0.267 0.274 1.326 1.22
C 0.7127 -1.0351 -0.7815 0.020 0.600 0.017 0.73
F 0.9022 -2.1271 0.0033 0.440 -0.541 -1.226 -0.33
C 1.7420 -0.1850 -0.9753 -0.055 -0.264 0.166 -0.19
F 2.9483 -0.5024 -1.4228 0.157 0.203 1.101 -0.22
F 1.6366 1.1287 -0.7447 -0.110 -0.225 -1.501 -0.08
H -0.8216 -1.9882 -4.5504 -0.112 0.157 -0.154 0.14
H -1.6607 -2.2795 -0.2614 0.063 -0.238 -0.052 0.40
H -2.4397 -2.0118 -1.8008 0.122 -0.042 -0.214 0.44
H -1.1954 -0.0877 -0.9592 0.033 -0.302 -0.097 -0.95
H -0.5021 -0.5493 -2.4945 0.084 -0.129 -0.038 0.33
C 3.2605 -5.2900 -5.0294 0.605 -0.068 0.517 0.28
Cl 1.9489 -4.2930 -4.3673 0.460 -0.403 -0.325 -0.02
Cl 2.7272 -6.9677 -5.1553 0.230 0.281 -0.220 -0.05
Cl 3.7012 -4.6910 -6.6335 2.504 -1.667 3.846 -0.11
Cl 4.6626 -5.2018 -3.9609 0.072 -0.004 0.199 -0.11
C -1.9882 -0.3223 -7.2142 -0.290 -0.018 -0.133 0.29
Cl -0.5717 -0.3501 -6.1450 0.234 0.215 -0.054 -0.11
Cl -1.6963 -1.3853 -8.5865 -0.020 0.164 0.168 -0.03
Cl -3.4131 -0.8740 -6.3293 0.086 -0.201 -0.228 -0.09
Cl -2.2457 1.3304 -7.7722 0.040 -0.009 0.027 -0.09
C 1.9425 -3.6089 -9.8176 -0.736 0.447 -0.325 0.31
Cl 2.2408 -3.9373 -8.1076 -2.196 1.416 -3.880 0.02
Cl 2.7257 -2.0938 -10.2731 0.062 0.046 -0.021 -0.12
Cl 2.5904 -4.9273 -10.7938 0.030 -0.014 0.073 -0.12
Cl 0.2019 -3.4732 -10.0869 -0.158 -0.169 -0.339 -0.11
C -3.9580 1.9614 -2.5056 0.112 -0.052 -0.073 0.10
Cl -2.5092 1.7372 -1.5205 -0.255 0.550 0.124 0.06
Cl -3.7768 0.9340 -3.9314 -0.181 0.157 0.086 0.01
Cl -5.3827 1.4817 -1.5820 0.019 -0.006 -0.024 -0.11
Cl -4.1047 3.6513 -2.9924 0.015 -0.039 0.015 -0.10
C -0.6491 -9.7169 -3.3436 0.064 -0.143 -0.048 0.19
Cl -1.3637 -10.7611 -4.5787 0.004 0.002 -0.004 -0.12
Cl 0.0085 -10.7135 -2.0418 -0.032 0.073 -0.085 -0.01
Cl 0.6470 -8.7484 -4.0626 -0.360 -0.177 0.222 -0.02
Cl -1.8859 -8.6485 -2.6923 0.314 0.400 -0.152 -0.04
C -1.3836 0.9376 2.6030 -0.134 -0.020 -0.037 0.20
Cl -3.0979 1.0675 2.1901 -0.004 -0.010 -0.006 -0.08
Cl -1.0320 1.9996 3.9629 0.143 -0.090 -0.014 -0.08
Cl -1.0042 -0.7301 3.0378 0.012 -0.032 -0.018 -0.09
Cl -0.4165 1.3945 1.1920 -0.002 0.083 0.265 0.07
C 0.6712 5.6927 3.2277 0.110 0.089 -0.038 0.12
Cl 1.1372 5.3209 4.8917 0.005 -0.071 -0.020 -0.14
Cl 1.5754 7.0992 2.6692 -0.008 -0.006 -0.011 -0.11
Cl 1.0367 4.3095 2.1990 -0.031 -0.016 0.016 0.22
Cl -1.0666 6.0215 3.1538 0.203 -0.120 -0.130 -0.08
C 5.6542 -1.9787 1.1808 -0.006 0.024 -0.046 0.28
Cl 5.9689 -2.3258 2.8853 0.009 0.017 0.021 -0.11
Cl 6.4408 -0.4612 0.7373 -0.029 -0.171 -0.173 -0.08
Cl 6.3021 -3.2881 0.1870 -0.004 -0.031 -0.004 -0.10
Cl 3.9160 -1.8453 0.9158 0.093 -0.170 0.257 -0.01
C 1.9518 4.3399 -2.8105 -0.016 0.033 0.008 0.18
Cl 1.7545 4.3497 -1.0534 0.010 -0.012 -0.068 0.00
Cl 3.1761 5.5272 -3.2642 0.001 0.021 -0.006 -0.11
Cl 2.4618 2.7415 -3.3632 0.011 -0.012 0.010 -0.07
Cl 0.4108 4.7559 -3.5678 -0.025 -0.014 -0.008 -0.09
C -0.8164 10.8066 3.6512 0.022 -0.032 -0.004 0.23
Cl 0.6875 10.9681 4.5628 0.000 0.003 0.027 -0.11
Cl -1.2518 9.0998 3.5486 0.103 0.293 -0.119 0.06
Cl -2.0985 11.7122 4.4712 -0.014 0.007 -0.002 -0.11
Cl -0.6013 11.4566 2.0244 0.083 -0.049 0.082 -0.06
C -4.9035 3.9843 5.0973 -0.021 -0.020 -0.067 0.20
Cl -5.8514 2.8950 4.0758 -0.001 -0.018 0.001 -0.10
Cl -4.5249 3.1787 6.6218 0.004 0.006 0.014 -0.10
Cl -3.3996 4.4065 4.2718 -0.278 0.015 0.151 0.12
Cl -5.8399 5.4469 5.4087 0.005 0.023 0.012 -0.09
C -2.4579 7.7792 7.4467 0.024 0.068 0.006 0.21
Cl -1.7942 8.8449 8.6864 0.036 -0.001 0.086 -0.06
Cl -1.1571 6.8170 6.7358 -0.067 0.055 -0.010 0.02
Cl -3.6563 6.7027 8.1651 -0.021 -0.011 0.006 -0.08
Cl -3.2110 8.7726 6.1944 -0.157 -0.133 0.147 -0.07
C 1.6487 -13.7081 0.1208 0.017 0.031 -0.044 0.33
Cl 1.0657 -14.1752 -1.4775 -0.018 0.004 -0.010 -0.09
Cl 0.7534 -12.2943 0.6929 0.012 -0.061 0.079 -0.10
Cl 1.3940 -15.0500 1.2440 0.025 -0.007 0.021 -0.11
Cl 3.3648 -13.3103 0.0320 -0.092 0.029 -0.266 -0.05
C 6.0177 3.3938 2.5026 0.002 -0.015 -0.017 0.24
Cl 4.3750 3.2876 1.8657 -0.029 0.004 -0.015 0.03
Cl 6.0567 4.5458 3.8407 -0.007 0.005 0.007 -0.11
Cl 6.5293 1.8030 3.0640 0.026 0.168 0.216 -0.07
Cl 7.1058 3.9404 1.2220 0.021 0.012 -0.013 -0.11
C -1.3864 12.9309 9.9708 -0.018 0.007 -0.018 0.29
Cl -2.5168 11.9043 10.8614 0.007 -0.010 -0.029 -0.09
Cl 0.2650 12.5521 10.4680 0.017 -0.012 0.003 -0.10
Cl -1.5582 12.6396 8.2376 -0.003 -0.028 -0.017 -0.01
Cl -1.7342 14.6260 10.3204 0.002 0.012 0.007 -0.11
C -5.6047 -10.9679 -0.9887 -0.015 0.055 -0.005 0.29
Cl -6.2936 -12.0036 -2.2432 -0.005 -0.007 -0.009 -0.11
Cl -4.9630 -11.9727 0.3151 0.005 -0.011 0.012 -0.10
Cl -4.2990 -9.9975 -1.6766 -0.308 -0.291 0.149 0.01
Cl -6.8642 -9.9064 -0.3465 0.006 0.000 -0.003 -0.11
C -2.6956 12.8696 -1.6492 -0.017 0.006 -0.004 0.33
Cl -2.8931 12.9231 0.1035 -0.089 0.069 -0.075 -0.05
Cl -1.4309 14.0033 -2.1326 0.011 0.008 -0.004 -0.10
Cl -2.2357 11.2344 -2.1345 0.008 -0.017 -0.003 -0.09
Cl -4.2147 13.3120 -2.4327 -0.005 -0.001 -0.003 -0.10
C 5.7962 -13.7110 3.4380 -0.007 0.012 0.014 0.34
Cl 4.1025 -14.0537 3.0948 0.076 -0.085 0.311 -0.03
Cl 5.9322 -12.8348 4.9652 0.000 0.004 0.001 -0.10
Cl 6.6959 -15.2265 3.5462 0.009 -0.010 -0.001 -0.10
Cl 6.4680 -12.7222 2.1335 0.006 0.009 -0.015 -0.11

***

[2]
111
Properties=species:S:1:pos:R:3:forces:R:3:lowdin_spin:R:1 method="wB97M-V/def2-TZVPD" multiplicity=2 e_homo_ev="-14.36 / -14.36" charge=+3 total_energy_ha=-2726.98183 s_squared=0.755 e_lumo_ev="-11.6 / -11.6"
Zr 17.4335 -29.1755 4.4595 1.037 -0.395 5.133 0.00
C 18.8411 -29.0178 8.6342 -1.920 -3.302 -7.525 0.00
C 18.6351 -28.1274 9.6043 2.939 -0.030 5.157 0.00
C 17.8366 -26.8663 9.3402 -2.357 3.780 5.566 0.00
O 17.5407 -26.0536 10.3725 2.032 -3.820 -3.777 0.00
C 17.1937 -26.5506 8.1266 0.449 -2.594 -3.616 0.00
C 17.2797 -27.5372 7.0906 2.239 -1.314 4.316 0.00
C 18.1652 -28.9373 7.3648 0.383 5.159 5.485 0.00
O 18.3476 -29.6626 6.3720 -1.282 -0.550 -3.939 0.00
O 16.7939 -27.6416 5.9269 -0.285 -0.875 -3.344 0.00
O 19.2991 -28.4521 10.6886 -2.858 2.700 -2.120 0.00
H 19.4649 -29.8984 8.6781 0.120 0.105 0.607 0.00
H 16.7041 -25.5982 7.9869 -0.092 -0.019 0.099 0.00
C 21.2446 -31.4373 11.2900 2.846 -1.959 -0.373 0.00
O 22.0102 -32.2978 11.5677 2.413 -2.794 1.188 0.00
N 21.4181 -30.6891 10.2630 0.441 3.789 -5.572 0.00
N 20.1924 -31.1848 11.9477 -5.352 1.131 3.588 0.00
H 20.7070 -30.0263 9.9890 0.576 0.098 0.361 0.00
H 22.2373 -30.7359 9.6740 -0.094 -0.300 0.488 0.00
H 19.6457 -30.3791 11.6796 -0.033 -0.081 0.659 0.00
H 20.1700 -31.5984 12.8689 -0.417 0.185 -0.125 0.00
C 18.3955 -27.2197 13.7789 -2.626 3.045 -3.605 0.08
O 18.8248 -27.8483 14.7635 1.150 -1.222 1.553 0.78
N 17.1687 -27.3171 13.3281 -1.245 -2.432 1.341 0.03
N 19.0050 -26.2682 13.1074 4.157 0.522 1.235 0.09
H 16.8802 -26.7803 12.5227 0.021 -0.141 0.047 0.00
H 16.7466 -28.1933 13.6003 -1.412 -0.187 -0.370 0.00
H 19.9909 -26.2296 13.3233 0.331 0.784 -0.127 0.00
H 18.7816 -26.0377 12.1498 -0.452 -0.309 -0.282 0.00
C 15.6397 -22.7359 10.7333 -0.717 -0.401 1.985 0.00
O 16.3825 -22.2905 9.9049 1.524 -0.275 -1.684 0.00
N 15.5590 -23.9684 11.2713 1.488 -3.486 -0.325 0.00
N 14.7756 -22.0139 11.3963 -2.026 2.966 0.312 0.00
H 16.3156 -24.6197 11.1180 -0.357 0.103 -0.315 0.00
H 14.7223 -24.3300 11.7063 0.293 0.344 -0.131 0.00
H 14.6814 -21.0718 11.0444 -0.525 0.041 0.554 0.00
H 14.2108 -22.4133 12.1322 0.092 0.716 -0.231 0.00
C 14.2540 -22.7745 6.5620 0.332 3.959 -3.167 0.00
O 13.8611 -22.2772 5.5230 -0.796 -0.617 -1.131 0.00
N 14.9019 -22.0284 7.4153 1.870 2.684 3.139 0.00
N 14.3014 -24.0298 6.8282 -0.244 -5.534 1.303 0.00
H 15.1777 -22.2617 8.3585 0.124 -0.340 -0.236 0.00
H 15.3720 -21.1929 7.0974 -0.722 0.016 -0.195 0.00
H 13.9962 -24.7246 6.1618 -0.321 0.371 0.509 0.00
H 14.6496 -24.2646 7.7468 -0.188 -0.542 -0.372 0.00
C 16.9882 -32.3221 11.1870 0.210 -1.008 0.003 0.00
C 16.1361 -31.2529 11.8276 0.831 -0.600 -1.898 0.00
C 16.6434 -30.7597 13.1370 -1.046 -1.816 1.542 0.00
O 15.7359 -29.8500 13.7701 0.037 0.044 -1.991 0.00
C 15.7959 -29.9530 15.1622 0.975 1.371 0.465 0.01
N 16.0028 -30.1764 10.8387 -1.008 0.463 0.678 0.00
H 17.0999 -33.1801 11.8499 0.542 0.095 0.197 0.00
H 17.9452 -31.9874 10.7867 0.164 0.036 0.335 0.00
H 16.4308 -32.7685 10.3636 -0.163 0.306 -0.185 0.00
H 15.2007 -31.8052 11.9177 -0.492 0.811 0.458 0.00
H 17.6941 -30.4702 13.1585 0.122 0.625 -0.212 0.00
H 16.5876 -31.6640 13.7430 0.449 -0.203 0.372 0.00
H 15.2070 -29.1360 15.5790 -0.660 -0.583 0.070 0.00
H 16.8050 -29.6044 15.3823 0.561 -0.584 0.889 0.00
H 15.6086 -30.9568 15.5435 -0.183 0.190 0.068 0.00
H 15.4191 -29.5858 11.4136 -0.888 0.941 -0.630 0.00
H 16.8555 -29.6355 10.8562 0.696 -0.135 -0.133 0.00
C 20.4449 -32.4129 7.0510 -1.117 -1.418 0.972 0.00
C 20.6228 -33.1088 5.6887 1.931 1.155 -1.713 0.00
C 21.0151 -34.5710 5.6307 -0.044 -1.973 1.003 0.00
O 21.3144 -35.2657 4.3916 0.431 2.084 0.400 0.00
C 22.4474 -34.7647 3.6347 -0.449 -0.773 -0.528 0.00
N 19.4321 -32.8693 4.8616 -0.219 -0.100 0.144 0.00
H 19.4341 -32.0197 7.1593 -0.216 -0.101 -0.429 0.00
H 21.0340 -31.6014 7.4784 0.858 -0.263 -0.905 0.00
H 20.4655 -33.2172 7.7863 0.199 0.062 0.436 0.00
H 21.4727 -32.6466 5.1864 0.050 0.538 -0.243 0.00
H 20.1835 -35.1758 5.9922 -0.262 -0.025 0.219 0.00
H 21.7996 -34.7322 6.3701 0.427 0.003 -0.109 0.00
H 22.5621 -35.4355 2.7833 -0.320 -0.116 0.035 0.00
H 23.4259 -34.8220 4.1117 -0.256 0.278 0.693 0.00
H 22.2516 -33.7874 3.1935 0.059 0.275 0.293 0.00
H 19.4423 -33.4374 4.0265 0.628 -0.277 -0.495 0.00
H 18.7352 -33.3662 5.3977 -0.838 0.342 0.198 0.00
C 14.7514 -33.4219 6.7079 1.016 -0.145 0.725 0.00
C 16.1118 -33.4587 7.4596 1.463 -1.202 0.510 0.00
C 17.1057 -34.6563 6.9828 -2.019 0.720 1.618 0.00
O 16.6342 -35.7545 7.7028 -2.019 -1.252 -1.009 0.00
C 17.0406 -37.1082 7.3077 1.453 1.386 1.000 0.00
N 16.8602 -32.1760 7.3839 -1.303 0.239 -0.892 0.00
H 14.3024 -34.4102 6.8066 0.179 -0.105 -0.572 0.00
H 14.9131 -33.0965 5.6803 -0.131 -0.485 -0.388 0.00
H 13.9793 -32.7612 7.1024 0.374 0.324 0.465 0.00
H 15.9745 -33.6466 8.5245 -0.457 -0.309 -0.110 0.00
H 18.1292 -34.6025 7.3539 0.493 1.174 -0.617 0.00
H 16.9686 -34.6415 5.9016 0.424 -0.769 -0.460 0.00
H 16.4922 -37.8589 7.8768 -0.342 0.429 -0.226 0.00
H 18.0530 -37.0866 7.7109 0.400 -0.888 -0.340 0.00
H 17.0809 -37.3133 6.2379 -0.421 0.254 -0.005 0.00
H 17.5250 -32.1091 8.1413 0.472 -0.281 -0.006 0.00
H 16.1482 -31.5244 7.6815 -0.174 0.729 0.198 0.00
O 15.2783 -29.0601 4.2189 0.098 -1.155 -0.265 0.00
H 14.8128 -29.8848 4.0790 -0.503 -0.665 0.000 0.00
H 14.5875 -28.3989 4.2616 -0.239 0.853 0.127 0.00
O 16.8335 -27.2048 3.3971 1.081 -1.052 -0.481 0.00
H 17.2329 -26.8605 2.5983 0.292 0.286 -0.762 0.00
H 16.2518 -26.5056 3.6953 -0.316 0.490 0.718 0.00
O 16.8536 -31.3352 4.9166 -0.457 2.855 -3.779 0.00
H 16.3021 -31.9314 4.4099 -0.234 -0.396 -0.594 0.00
H 16.8964 -31.7298 5.7876 0.817 -0.978 3.962 0.00
O 20.5123 -25.3473 10.1527 0.162 -0.051 0.014 0.00
H 19.7032 -24.9118 9.8844 -0.197 0.382 -0.055 0.00
H 20.2254 -26.1878 10.5097 0.098 -0.393 0.069 0.00
O 19.3772 -30.4302 4.1973 -1.338 4.813 -1.936 0.00
H 19.5364 -31.3382 4.4552 -0.713 -3.861 1.437 0.00
H 20.1574 -30.1812 3.7019 0.493 0.429 -0.405 0.00